{"formula": "C22H44Br22", "method": "ωB97M-V with the def2-TZVPD basis set", "total_energy_ha": -57492.9717, "orbital_gap_ev": 10.188, "relative_energy_kj_mol": 169.93, "lumo_energy_ev": 0.10, "homo_ev": -10.1, "total_charge": 0, "elements": ["Br", "C", "C", "Br", "H", "H", "H", "H", "Br", "C", "C", "Br", "H", "H", "H", "H", "Br", "C", "C", "Br", "H", "H", "H", "H", "Br", "C", "C", "Br", "H", "H", "H", "H", "Br", "C", "C", "Br", "H", "H", "H", "H", "Br", "C", "C", "Br", "H", "H", "H", "H", "Br", "C", "C", "Br", "H", "H", "H", "H", "Br", "C", "C", "Br", "H", "H", "H", "H", "Br", "C", "C", "Br", "H", "H", "H", "H", "Br", "C", "C", "Br", "H", "H", "H", "H", "Br", "C", "C", "Br", "H", "H", "H", "H"], "xyz": [[1.829, -19.868, 23.622], [0.371, -20.118, 22.278], [0.958, -20.430, 20.910], [-0.412, -21.092, 19.618], [-0.335, -19.288, 22.264], [-0.272, -20.941, 22.593], [1.770, -21.154, 20.962], [1.446, -19.526, 20.546], [1.523, -18.075, 14.247], [3.503, -17.661, 14.093], [3.941, -18.054, 12.728], [5.888, -18.052, 12.529], [4.025, -18.256, 14.842], [3.508, -16.612, 14.387], [3.507, -17.282, 12.093], [3.643, -19.052, 12.404], [3.313, -17.195, 21.536], [3.826, -16.632, 19.683], [2.547, -16.399, 18.959], [2.938, -16.022, 17.021], [4.472, -17.418, 19.292], [4.334, -15.682, 19.852], [2.012, -15.525, 19.329], [1.900, -17.276, 18.940], [2.247, -16.038, 26.286], [3.782, -16.599, 25.171], [4.487, -15.340, 24.670], [6.169, -15.650, 23.697], [3.491, -17.121, 24.259], [4.418, -17.218, 25.804], [4.797, -14.749, 25.531], [3.866, -14.755, 23.991], [4.621, -23.767, 17.481], [4.350, -21.814, 17.733], [2.950, -21.515, 17.486], [2.619, -19.512, 17.639], [5.015, -21.417, 16.966], [4.648, -21.533, 18.743], [2.271, -22.063, 18.140], [2.670, -21.797, 16.471], [3.995, -14.041, 13.616], [5.577, -14.448, 14.722], [6.384, -13.157, 14.760], [7.551, -13.172, 13.143], [6.095, -15.341, 14.374], [5.249, -14.902, 15.658], [7.035, -13.113, 15.633], [5.824, -12.234, 14.611], [5.795, -19.500, 20.565], [6.634, -19.078, 22.276], [5.890, -19.662, 23.417], [6.583, -19.248, 25.217], [6.830, -18.006, 22.307], [7.618, -19.537, 22.375], [5.827, -20.749, 23.360], [4.868, -19.283, 23.416], [6.956, -15.850, 17.974], [6.881, -17.665, 17.151], [8.232, -17.776, 16.422], [8.079, -19.502, 15.545], [5.932, -17.707, 16.614], [6.762, -18.422, 17.926], [9.046, -17.819, 17.146], [8.351, -16.943, 15.729], [4.466, -13.138, 21.160], [6.300, -12.614, 20.656], [7.298, -13.735, 21.027], [9.012, -13.515, 20.025], [6.591, -11.717, 21.203], [6.423, -12.433, 19.589], [6.862, -14.680, 20.703], [7.603, -13.797, 22.071], [-0.519, -17.512, 19.420], [-1.166, -17.105, 17.600], [-1.529, -18.377, 16.886], [-1.968, -17.981, 14.962], [-0.509, -16.514, 16.962], [-2.111, -16.568, 17.683], [-2.372, -18.851, 17.389], [-0.701, -19.074, 17.008], [-1.835, -13.047, 16.802], [-1.036, -13.149, 18.518], [0.434, -12.745, 18.389], [1.037, -12.535, 20.264], [-1.083, -14.178, 18.876], [-1.516, -12.479, 19.232], [0.573, -11.810, 17.846], [1.090, -13.486, 17.933]]}

{"formula": "C4H10O4", "method": "ωB97M-V with the def2-TZVPD basis set", "total_energy_ha": -459.2418, "orbital_gap_ev": 10.732, "relative_energy_kj_mol": 385.85, "lumo_energy_ev": 0.71, "homo_ev": -10.0, "total_charge": 0, "elements": ["C", "C", "O", "O", "O", "H", "H", "H", "H", "C", "C", "O", "H", "H", "H", "H", "H", "H"], "xyz": [[-0.400, -2.167, -0.840], [-0.872, -0.784, -1.124], [-1.968, -0.404, -1.422], [0.327, 0.032, -1.591], [-0.046, 1.282, -2.146], [-1.107, -2.869, -1.275], [0.589, -2.382, -1.237], [-0.346, -2.297, 0.242], [-0.959, 1.117, -2.463], [0.545, 1.820, 1.590], [0.146, 0.372, 1.339], [1.247, -0.497, 1.206], [1.231, 1.896, 2.431], [0.991, 2.227, 0.682], [-0.351, 2.411, 1.766], [-0.464, -0.028, 2.150], [-0.309, 0.468, 0.259], [1.746, -0.197, 0.433]]}

{"formula": "C23H37O3V", "method": "ωB97M-V with the def2-TZVPD basis set", "total_energy_ha": -2067.9490, "s_squared": 3.794, "orbital_gap_ev": [2.308, 2.785], "relative_energy_kj_mol": 423.05, "lumo_energy_ev": [2.23, 2.23], "homo_ev": [-0.1, -0.6], "multiplicity": 4, "total_charge": -1, "elements": ["O", "C", "C", "H", "H", "C", "H", "H", "C", "H", "H", "H", "C", "H", "H", "H", "V", "C", "C", "C", "H", "C", "C", "H", "H", "H", "H", "C", "C", "C", "H", "C", "C", "H", "H", "H", "H", "O", "C", "C", "H", "H", "C", "H", "H", "C", "H", "H", "H", "H", "C", "C", "C", "C", "O", "H", "H", "H", "H", "H", "H", "H", "H", "H"], "xyz": [[-0.139, 0.040, -0.628], [0.885, -0.502, -1.601], [0.388, 0.401, -2.714], [0.708, -1.576, -1.723], [1.895, -0.323, -1.213], [-0.755, 0.811, -1.763], [0.074, -0.106, -3.624], [1.067, 1.226, -2.938], [-2.084, 0.191, -2.122], [-2.010, -0.902, -2.142], [-2.396, 0.535, -3.119], [-2.872, 0.475, -1.410], [-0.865, 2.276, -1.431], [0.121, 2.730, -1.293], [-1.453, 2.432, -0.513], [-1.376, 2.803, -2.250], [-0.047, 0.026, 1.543], [0.925, 1.644, 3.099], [1.900, 0.550, 2.978], [2.336, 0.526, 1.667], [2.049, -0.236, 3.738], [1.692, 1.606, 0.985], [0.761, 2.235, 1.852], [0.133, 3.090, 1.639], [0.290, 1.866, 3.990], [3.044, -0.171, 1.275], [1.909, 1.900, -0.028], [-1.530, -0.451, 3.417], [-2.031, 0.752, 2.736], [-2.366, 0.392, 1.452], [-1.997, 1.724, 3.213], [-2.143, -1.039, 1.291], [-1.645, -1.566, 2.463], [-1.319, -2.580, 2.698], [-1.337, -0.633, 4.496], [-2.794, 1.061, 0.739], [-2.321, -1.599, 0.394], [0.666, -1.674, -5.801], [0.218, -0.572, -6.635], [0.377, -0.965, -8.107], [0.836, 0.325, -6.408], [-0.823, -0.335, -6.356], [1.592, -1.909, -8.038], [0.523, -0.113, -8.761], [-0.505, -1.532, -8.429], [1.358, -2.604, -6.690], [2.512, -1.312, -7.986], [1.653, -2.600, -8.871], [2.292, -2.918, -6.199], [0.731, -3.509, -6.834], [1.271, 0.646, 5.787], [0.073, 0.001, 5.250], [0.229, -1.494, 5.637], [-1.119, 0.917, 5.839], [-0.058, -0.192, 3.685], [1.122, 0.562, 6.863], [1.431, 1.708, 5.628], [2.218, 0.131, 5.652], [0.323, -1.498, 6.723], [-0.556, -2.233, 5.418], [1.165, -1.945, 5.232], [-1.055, 2.007, 5.624], [-2.181, 0.663, 5.690], [-0.998, 0.839, 6.934]]}

{"formula": "C5H10NO", "method": "ωB97M-V with the def2-TZVPD basis set", "total_energy_ha": -326.2093, "orbital_gap_ev": 10.251, "relative_energy_kj_mol": 190.28, "lumo_energy_ev": -3.67, "homo_ev": -13.9, "total_charge": 1, "elements": ["C", "C", "C", "C", "N", "C", "O", "H", "H", "H", "H", "H", "H", "H", "H", "H", "H"], "xyz": [[-1.087, 2.030, 0.267], [-0.328, 0.962, -0.021], [1.195, 0.883, -0.072], [1.551, -0.636, 0.150], [0.284, -1.448, 0.119], [-0.834, -0.469, -0.373], [-1.959, -0.795, 0.227], [-2.188, 1.913, 0.262], [-0.528, 2.916, 0.502], [1.264, 1.125, -1.086], [1.721, 1.632, 0.566], [2.274, -1.082, -0.587], [1.882, -0.824, 1.164], [0.335, -2.307, -0.487], [-0.112, -1.750, 0.994], [-1.064, -0.582, -1.396], [-2.408, -1.568, -0.228]]}